{"formula": "C4H10N2O2", "method": "ωB97M-V with the def2-TZVPD basis set", "species": ["H", "C", "H", "H", "H", "N", "H", "H", "C", "H", "H", "C", "O", "H", "N", "O", "H", "C"], "positions_angstrom": [[-1.229, -1.184, 2.474], [0.795, 0.227, 0.248], [-0.731, -0.865, -0.650], [0.665, 0.390, 2.212], [1.199, -0.523, -2.756], [-0.395, 1.052, -1.957], [-0.351, 0.930, -2.989], [0.131, 1.905, -1.737], [0.158, -0.147, -1.116], [2.029, -1.249, -1.355], [-2.487, 0.148, 0.616], [1.041, -1.067, -1.839], [1.847, 0.748, 0.478], [-1.242, -1.503, 0.767], [0.190, -0.081, 1.428], [-2.196, 0.242, 1.546], [0.553, -2.038, -1.924], [-1.047, -0.801, 1.517]], "atomic_forces_ev_per_a": [[0.49, -1.06, 1.30], [-0.53, 0.52, 0.94], [1.61, 2.37, -2.24], [-0.72, -0.76, -0.45], [0.50, -0.79, -0.84], [0.81, -1.11, 1.27], [0.19, -0.42, 1.27], [-0.17, -0.55, 0.00], [-3.54, 0.25, 2.39], [-0.68, 0.37, -0.31], [-0.29, 0.77, 0.67], [1.58, -0.88, -0.37], [2.69, 1.58, -2.07], [0.02, -0.98, -0.89], [-2.10, -1.87, -0.35], [1.12, -2.11, -1.78], [0.22, 0.09, -0.67], [-1.22, 4.58, 2.13]], "mulliken_charge": [0.2885, -0.0242, -0.1896, 0.2595, 0.3322, -0.6623, 0.2837, 0.2679, 1.0999, 0.3142, 0.3356, -1.2843, -0.6379, 0.5628, -0.0860, -0.5359, 0.3136, -0.6377], "total_energy_ev": -11383.4915, "e_above_lowest_kcal_mol": 78.7, "orbital_gap_ha": 0.38276, "spin_multiplicity": 1}

---

{"formula": "C10H9NO2", "method": "ωB97M-V with the def2-TZVPD basis set", "species": ["H", "O", "H", "C", "H", "C", "C", "C", "H", "H", "H", "O", "N", "H", "C", "C", "C", "H", "C", "H", "C", "C"], "positions_angstrom": [[-0.251, -2.842, -1.838], [2.119, 1.263, 0.579], [-2.518, 3.291, 2.104], [-2.007, -2.889, -0.442], [-4.011, -2.614, 0.187], [3.301, 1.896, 0.381], [-1.631, -0.135, -0.061], [0.606, -0.398, -1.157], [3.517, 2.087, -0.766], [3.355, 2.824, 1.049], [-2.267, -3.882, -0.550], [1.606, 0.202, -1.052], [-1.483, 1.225, 0.007], [-3.606, -0.209, 0.763], [-1.554, 2.059, 0.861], [-2.806, -0.820, 0.328], [-0.862, -2.309, -1.052], [4.206, 1.298, 0.626], [-2.982, -2.110, 0.133], [-0.604, 3.349, 2.182], [-0.632, -0.970, -0.793], [-1.539, 2.830, 1.901]], "atomic_forces_ev_per_a": [[-0.51, 0.45, 1.50], [-0.79, -0.16, 0.60], [0.61, -0.18, 0.35], [1.60, 1.38, -1.39], [1.64, 0.94, 0.69], [0.89, 0.24, -1.04], [0.78, -2.31, -0.76], [2.46, 1.57, 0.24], [-0.55, 0.48, 1.67], [0.06, -0.60, -1.24], [-0.01, -2.03, -0.62], [-2.22, -1.53, -1.01], [-0.10, -0.91, -1.74], [0.31, -0.17, -0.23], [0.73, -0.55, 1.28], [0.33, 4.98, 0.73], [-0.98, -1.46, -0.06], [-0.19, -0.07, 0.36], [-1.92, -3.67, -0.79], [-0.69, -0.64, 0.01], [-1.06, 2.29, 1.45], [-0.38, 1.95, 0.00]], "mulliken_charge": [0.3573, -0.5653, 0.2708, -0.5668, 0.2705, -0.5012, 0.4069, 0.1672, 0.1642, 0.1899, 0.4247, -0.2638, -0.4071, 0.3333, 0.7817, -0.2714, -0.4465, 0.1994, -0.4586, 0.2999, 0.7004, -1.0857], "total_energy_ev": -16093.4022, "e_above_lowest_kcal_mol": 180.0, "orbital_gap_ha": [0.21112, 0.21223], "spin_multiplicity": 1}

---

{"formula": "CH2ClOP", "method": "ωB97M-V with the def2-TZVPD basis set", "species": ["O", "Cl", "P", "H", "C", "H"], "positions_angstrom": [[-1.139, 0.732, 1.257], [1.340, 1.093, 1.687], [0.490, -0.323, -1.186], [-0.951, -0.167, -1.657], [-0.082, 0.489, 0.856], [0.342, -1.825, -0.958]], "atomic_forces_ev_per_a": [[-1.57, -0.16, 0.22], [0.66, -0.08, 0.16], [-2.40, -0.49, 1.74], [1.70, -0.28, 0.60], [1.59, -0.85, -2.77], [0.02, 1.85, 0.05]], "mulliken_charge": [-0.3091, -0.1478, -0.0693, 0.1066, 0.3145, 0.1051], "total_energy_ev": -24926.3488, "e_above_lowest_kcal_mol": 28.4, "orbital_gap_ha": 0.35156, "spin_multiplicity": 1}

---

{"formula": "C34H44BBrClF8N3O4", "method": "ωB97M-V with the def2-TZVPD basis set", "species": ["Br", "H", "O", "H", "C", "H", "C", "C", "C", "H", "O", "C", "H", "N", "H", "H", "C", "H", "C", "H", "H", "C", "H", "F", "C", "C", "H", "H", "H", "F", "H", "C", "B", "H", "H", "H", "H", "C", "H", "C", "H", "H", "C", "C", "H", "F", "C", "C", "F", "C", "H", "H", "H", "C", "H", "H", "H", "H", "C", "H", "F", "C", "C", "H", "C", "H", "H", "H", "C", "F", "H", "C", "C", "C", "C", "C", "C", "N", "O", "C", "H", "C", "C", "N", "F", "H", "F", "C", "Cl", "H", "H", "H", "H", "O", "H", "H"], "positions_angstrom": [[-3.132, -7.032, 4.576], [-3.106, 5.225, -4.077], [-2.649, -1.093, 4.871], [1.834, -0.038, -2.590], [1.102, 2.824, 5.333], [-3.760, 3.638, -5.561], [4.040, 0.028, -1.280], [0.546, 1.432, 4.796], [-2.263, 4.923, -3.454], [-0.536, -7.878, 2.533], [1.651, 2.725, 1.811], [-1.416, -3.943, 3.147], [-1.212, 2.448, 3.803], [-0.601, 3.645, 1.120], [-1.277, 3.161, -2.718], [-0.379, 0.294, -1.945], [-1.033, -5.461, 3.176], [1.676, -1.049, -1.031], [-1.779, -3.325, 1.730], [-4.409, 2.577, -4.319], [-1.737, -7.823, 1.121], [-0.870, 1.388, 4.038], [-0.229, 3.432, -7.020], [6.791, 0.918, -1.074], [-3.879, 1.564, -6.104], [-0.744, -2.217, -1.089], [-0.522, 4.283, 1.929], [-3.682, -1.515, -3.068], [1.976, 1.853, 2.137], [6.600, 0.245, 2.457], [-1.209, 1.611, -5.896], [-1.629, -7.783, 2.241], [0.298, 2.490, 1.462], [-0.580, 4.585, -5.747], [-1.603, 1.028, 4.831], [-2.470, -3.461, -1.910], [-1.344, 5.305, -3.898], [-2.251, -6.446, 2.868], [-3.018, -5.994, 2.186], [4.946, -0.473, -0.086], [-2.379, 5.421, -2.488], [0.475, 3.639, 4.877], [-1.329, -0.960, 2.774], [-0.966, 3.703, -6.259], [-2.913, -2.128, -0.774], [7.957, 1.522, 1.233], [5.697, 2.336, 1.449], [0.315, 0.674, -1.125], [5.757, 3.167, 0.333], [-0.842, 0.462, 2.773], [2.196, 2.879, 5.084], [-0.227, -5.628, 2.404], [-4.906, 1.632, -6.471], [-1.271, -1.832, 1.542], [-3.217, 1.651, -6.968], [-0.618, -5.785, 4.181], [-2.000, -1.588, -3.735], [-0.179, -1.718, -1.935], [-1.165, 2.529, -5.300], [-0.235, 4.165, 0.314], [4.191, -0.298, 1.100], [-0.423, -3.951, 6.671], [-0.266, 0.115, 0.222], [0.318, -4.169, 7.482], [-2.593, -1.345, -2.797], [4.548, 0.685, -2.038], [3.709, -0.904, -1.844], [4.617, 2.085, 1.633], [-1.445, -3.147, 4.275], [7.302, -0.891, 0.130], [-0.259, 2.410, -4.695], [6.624, 1.062, 1.335], [-0.286, 0.966, 1.461], [-2.205, 3.409, -3.246], [-2.244, -2.389, -1.658], [-1.900, -1.637, 4.091], [-0.761, -1.317, 0.218], [-2.328, 2.556, -4.423], [2.830, 0.702, -0.836], [-1.056, -3.683, 5.672], [-2.141, -8.700, 2.665], [1.731, 0.009, -1.455], [-3.625, 2.661, -5.078], [1.238, 0.372, 5.024], [6.128, 3.053, 2.588], [0.752, -0.457, 4.654], [5.089, -1.870, -0.212], [6.386, 0.179, 0.025], [0.104, -3.822, -0.831], [0.313, 1.795, -1.220], [-3.004, 3.135, -2.548], [0.910, 2.809, 6.454], [-2.498, -0.267, -2.483], [-2.416, -3.941, 0.903], [-3.747, 0.573, -5.661], [-1.884, 3.978, -6.782]], "atomic_forces_ev_per_a": [[0.21, 0.72, -0.69], [0.04, -0.04, 0.00], [1.00, -0.38, -0.74], [0.11, 0.14, 1.33], [-1.26, -1.31, -0.13], [-0.10, 0.06, -0.06], [-0.75, -0.24, -0.86], [0.35, -0.07, -0.09], [0.12, 0.19, 0.13], [-1.28, 0.20, -0.43], [-1.88, -1.50, 0.14], [0.11, 0.11, 0.71], [0.51, -1.36, -0.08], [1.04, -0.50, 0.66], [0.03, -0.07, -0.18], [0.86, 0.71, 0.93], [-0.66, 0.22, 0.12], [0.26, 1.17, -0.68], [0.34, 0.90, 1.09], [0.19, 0.12, 0.15], [0.23, 0.28, 1.10], [0.27, 0.14, 0.69], [-0.04, 0.00, 0.03], [-1.16, -1.06, 1.37], [0.06, 0.00, -0.05], [-1.00, 1.00, -0.47], [-0.11, -0.06, -0.67], [1.23, 0.29, 0.29], [0.11, 0.78, -0.35], [-0.55, 1.48, -1.74], [-0.13, 0.05, 0.04], [-0.24, -0.33, 0.44], [0.53, 0.29, -0.37], [-0.11, 0.03, -0.05], [0.80, 0.22, -1.24], [0.41, 1.15, -0.03], [-0.07, 0.02, -0.07], [1.33, -0.83, -0.76], [0.70, -0.47, 0.97], [-1.74, -1.00, -0.07], [-0.02, -0.05, -0.04], [0.98, -0.57, 0.45], [0.77, 0.61, -1.36], [0.22, 0.11, -0.09], [0.69, -0.56, -1.15], [-2.12, -0.62, 0.08], [-0.58, 0.83, 1.41], [-0.08, -1.03, -0.15], [0.39, -1.42, 1.53], [-0.27, -1.91, -2.42], [-1.16, 0.16, 0.38], [-0.93, 0.16, 0.62], [0.06, 0.03, 0.02], [0.57, 1.61, -0.23], [-0.02, -0.04, 0.02], [-0.41, 0.73, -1.18], [-0.55, 0.63, 1.08], [-0.42, -0.66, 1.34], [-0.05, -0.26, -0.27], [-0.17, -0.10, 0.37], [1.73, -0.01, -1.50], [0.68, -0.03, 0.02], [-0.60, -0.75, 1.73], [-1.53, 0.26, -1.13], [-0.34, -1.15, -0.28], [-0.08, -0.57, 1.07], [0.80, 0.95, 0.83], [1.11, 0.08, -0.33], [0.00, -0.80, 0.14], [-1.37, 1.81, -0.18], [-0.17, 0.08, 0.18], [1.92, 0.23, -0.23], [-0.80, -2.25, 0.34], [-0.20, -0.06, 0.15], [-0.28, 0.87, 1.36], [0.39, -0.63, -0.53], [0.08, 1.35, 2.60], [0.17, -0.08, 0.40], [0.53, -1.09, -0.87], [0.22, 1.25, -1.91], [0.50, 1.15, -0.62], [-1.52, -0.10, 0.21], [0.03, -0.14, -0.14], [-1.02, 1.13, -0.42], [-0.43, -0.99, -1.97], [0.23, 0.23, 0.04], [-0.02, 2.26, 0.14], [1.92, -1.06, 0.72], [-0.27, 0.89, -0.09], [0.18, -1.08, 0.37], [-0.04, -0.06, -0.14], [0.50, 0.19, -1.36], [0.13, -1.17, -0.34], [0.80, 0.55, 0.89], [0.06, 0.08, 0.00], [0.00, -0.03, 0.05]], "mulliken_charge": [-0.1788, 0.3039, -0.5677, 0.3710, -1.0118, 0.2801, -0.8244, 0.8078, -1.4161, 0.3087, -0.6963, 0.3163, 0.3242, -0.6276, -0.1499, -0.0834, -1.2769, 0.5233, -0.1445, 0.4191, 0.2663, -1.3866, 0.4073, -0.2746, -1.2732, -0.1998, 0.2143, 0.4315, 0.2623, -0.2668, 0.4555, -1.0610, 1.3011, 0.2726, 0.3308, 0.4469, 0.2857, 0.1708, 0.3588, 0.7977, 0.4558, 0.2424, 0.5096, -1.1212, 0.1969, -0.3058, 0.5399, -0.8688, -0.2474, -0.3566, 0.2656, 0.3242, 0.4389, 1.2618, 0.3050, 0.4647, 0.3210, 0.2081, -0.5794, 0.2179, -0.2363, 0.0354, -0.2143, 0.3938, -1.1147, 0.3660, 0.4266, -0.0630, 0.8572, -0.3075, 0.1536, 0.6126, 0.3007, -0.1673, -0.2898, 0.3007, 0.3483, 0.5272, -0.3015, -1.3228, 0.3624, -0.9451, -0.4383, -0.7836, -0.2859, 0.3082, -0.3315, 0.5001, -0.1961, 0.2096, 0.4478, 0.3755, 0.1019, -0.5543, 0.1833, 0.2520], "total_energy_ev": -153607.6536, "orbital_gap_ha": 0.26982, "spin_multiplicity": 1}

---

{"formula": "C28H24O3S", "method": "ωB97M-V with the def2-TZVPD basis set", "species": ["H", "H", "H", "C", "H", "C", "C", "H", "C", "H", "C", "C", "C", "C", "H", "H", "C", "H", "H", "H", "C", "O", "H", "H", "C", "C", "H", "C", "H", "C", "H", "C", "C", "C", "C", "O", "C", "C", "C", "C", "H", "S", "C", "H", "C", "H", "H", "C", "H", "H", "H", "H", "C", "O", "C", "C"], "positions_angstrom": [[-0.568, 0.710, -1.919], [-5.043, -2.674, 2.636], [-2.134, 3.681, 3.481], [-4.560, -2.419, 1.688], [1.730, -2.268, -1.529], [0.519, 0.814, -1.842], [3.729, -2.545, 1.232], [2.994, 1.114, 0.467], [1.170, -1.749, 0.479], [4.395, 1.804, -3.957], [1.295, 0.846, -3.003], [3.358, -2.583, -0.117], [2.671, 1.071, -2.931], [-0.209, 2.246, 1.038], [0.449, 3.254, -0.751], [-2.733, -1.389, -1.586], [-1.042, 4.412, 0.326], [-1.105, 5.180, -0.451], [-6.265, -1.357, 0.881], [-0.266, -1.110, -1.036], [-2.570, -2.354, 0.336], [-0.636, -3.745, 0.218], [3.102, -2.046, 3.249], [-2.699, -3.459, 2.170], [1.139, 0.861, -0.593], [-1.623, 3.565, 2.521], [0.954, 0.473, 1.518], [-1.110, -2.622, 0.179], [4.735, -2.851, 1.526], [-3.257, -1.656, -0.668], [2.904, 1.759, -4.952], [-0.847, 2.432, 2.286], [3.483, 1.243, -4.179], [2.062, -2.216, -0.486], [2.812, -2.126, 2.198], [-2.113, 0.464, -0.033], [-4.611, -1.382, -0.511], [-0.202, 3.305, 0.124], [1.500, -1.796, 1.828], [-3.244, -2.822, 1.469], [-0.719, 1.687, 3.077], [-1.118, -0.101, 0.838], [-1.786, 4.520, 1.505], [0.813, 0.695, -3.972], [0.338, 0.832, 0.692], [-5.142, -0.879, -1.322], [4.061, -2.884, -0.897], [-0.229, -1.343, 0.033], [-2.468, 5.361, 1.645], [0.749, -1.551, 2.586], [4.362, 1.262, -1.608], [3.792, 0.280, -4.598], [-5.240, -1.690, 0.702], [-1.375, -0.452, 2.209], [2.520, 1.055, -0.517], [3.280, 1.140, -1.677]], "atomic_forces_ev_per_a": [[0.38, 0.10, 0.04], [0.05, 0.07, -0.43], [0.19, -0.01, -0.37], [0.05, -0.05, -0.11], [0.27, 0.14, 0.34], [0.36, -0.22, -0.39], [0.02, 0.19, -0.11], [-0.10, -0.07, -0.32], [-0.45, -0.20, -0.03], [-0.15, 0.01, -0.17], [-0.23, 0.15, 0.28], [-0.39, -0.07, 0.02], [-0.06, -0.21, 0.13], [0.39, 0.61, 0.60], [-0.46, -0.02, 0.11], [-0.23, 0.04, 0.26], [0.22, -0.22, 0.28], [0.04, -0.21, 0.35], [0.29, -0.20, -0.09], [0.11, -0.03, 0.34], [-0.65, -0.70, -0.52], [-0.47, 1.23, 0.06], [-0.07, -0.24, -0.33], [-0.23, 0.35, -0.08], [-0.32, 0.35, -0.13], [-0.01, 0.05, -0.39], [0.05, 0.23, -0.14], [0.22, -1.45, -0.08], [-0.28, 0.21, -0.08], [-0.23, -0.86, 0.14], [0.19, 0.00, 0.13], [0.23, 0.23, -0.14], [0.18, -0.15, -0.20], [0.19, 0.26, 0.07], [-0.36, -0.14, -0.13], [0.06, 0.29, 0.53], [0.04, 0.08, 0.16], [-0.39, -0.12, 0.11], [0.71, 0.10, 0.21], [0.06, 0.27, -0.20], [-0.20, 0.25, -0.38], [1.29, 0.56, -0.71], [0.17, -0.12, 0.02], [0.15, 0.29, 0.24], [0.70, 4.32, 1.50], [0.07, -0.12, 0.39], [-0.19, -0.03, 0.38], [-1.11, -4.86, -0.86], [0.26, -0.23, -0.01], [0.35, 0.04, -0.25], [-0.30, 0.07, -0.02], [-0.05, 0.04, 0.05], [0.19, -0.07, -0.02], [-0.19, 0.17, -0.21], [-0.21, -0.25, 0.13], [-0.14, 0.17, 0.07]], "mulliken_charge": [0.5933, 0.3793, 0.3762, -0.6109, 0.3779, 0.5066, -0.4510, 0.4372, -0.0690, 0.4003, -1.4975, -0.8695, 1.0561, -0.1935, 0.3686, 0.3226, -0.8119, 0.3911, 0.3780, 0.1803, 0.0407, -0.5829, 0.4121, 0.4389, 0.0244, -0.7679, 0.3119, 0.3580, 0.4000, 0.2838, 0.3811, -0.2399, -1.4708, -0.1344, -1.0252, -0.7018, -0.6433, -0.2243, -0.0459, -0.4359, 0.3637, 1.6283, -0.4918, 0.3709, 0.4374, 0.3758, 0.4114, 0.4690, 0.3746, 0.5047, 0.3676, 0.2649, -0.4883, -0.7488, -0.3252, -1.1567], "total_energy_ev": -46401.2156, "e_above_lowest_kcal_mol": 0.0, "orbital_gap_ha": 0.34907, "spin_multiplicity": 1}